C20H59N3O8 | wB97M-V/def2-TZVPD

Frontier orbital gap: 0.3396 hartree
SMILES string: COC[C@H](C)N.COC[C@H](C)N.COC[C@H](C)N.CCO.CCO.CCO.CO.CO
Relative energy (zero: lowest compared OMol25 entry of this formula, charge and spin): 52.5 kcal/mol
Multiplicity: 1
Lowest unoccupied orbital energy: 0.4 eV
HOMO energy: -8.8 eV

Each atom is followed by the atoms it is bonded to, with distances in Å.
Cartesian coordinates (Å):
1 C -1.6998 -6.2567 1.9514  O2 1.450, H7 1.090, H8 1.090, H9 1.090
2 O -0.6894 -6.3680 0.9180  C1 1.450, C3 1.430
3 C 0.6745 -6.1293 1.2757  O2 1.430, C4 1.566, H10 1.090, H11 1.090
4 C 0.9533 -4.7382 1.9391  C3 1.566, C5 1.529, N6 1.431, H12 1.090
5 C 0.7102 -3.5806 0.9705  C4 1.529, H13 1.090, H14 1.090, H15 1.090
6 N 2.2879 -4.5723 2.4278  C4 1.431, H16 1.010, H17 1.010
7 H -1.3242 -6.8620 2.7764  C1 1.090
8 H -2.6297 -6.6251 1.5180  C1 1.090
9 H -1.7500 -5.2254 2.3007  C1 1.090
10 H 1.0112 -6.9447 1.9159  C3 1.090
11 H 1.2153 -6.2775 0.3410  C3 1.090
12 H 0.2958 -4.5881 2.7954  C4 1.090
13 H 0.8286 -2.6209 1.4736  C5 1.090
14 H -0.2576 -3.7260 0.4907  C5 1.090
15 H 1.3493 -3.5633 0.0877  C5 1.090
16 H 2.5872 -5.4466 2.8354  N6 1.010
17 H 2.9060 -4.4268 1.6424  N6 1.010
18 C -0.9384 -0.0709 3.0608  O19 1.412, H24 1.090, H25 1.090, H26 1.090
19 O -0.1030 0.8372 2.3742  C18 1.412, C20 1.412
20 C -0.0654 2.1240 2.9545  O19 1.412, C21 1.538, H27 1.090, H28 1.090
21 C 0.7426 3.0829 2.0638  C20 1.538, C22 1.566, N23 1.456, H29 1.090
22 C 2.2844 2.8232 1.9695  C21 1.566, H30 1.090, H31 1.090, H32 1.090
23 N 0.5445 4.4364 2.5627  C21 1.456, H33 1.010, H34 1.010
24 H -0.5735 -0.1297 4.0862  C18 1.090
25 H -0.7814 -1.0580 2.6260  C18 1.090
26 H -1.9479 0.3392 3.0895  C18 1.090
27 H -1.0863 2.5038 2.9969  C20 1.090
28 H 0.3966 2.0534 3.9392  C20 1.090
29 H 0.2661 3.0092 1.0862  C21 1.090
30 H 2.4820 1.8099 1.6196  C22 1.090
31 H 2.7449 2.9185 2.9528  C22 1.090
32 H 2.8237 3.3801 1.2034  C22 1.090
33 H -0.3401 4.4685 3.0491  N23 1.010
34 H 1.2011 4.7468 3.2646  N23 1.010
35 C -3.3717 -1.3738 -2.1575  O36 1.406, H41 1.090, H42 1.090, H43 1.090
36 O -3.9275 -0.3381 -2.9288  C35 1.406, C37 1.413
37 C -3.0001 0.6145 -3.4075  O36 1.413, C38 1.573, H44 1.090, H45 1.090
38 C -3.8863 1.8144 -3.9065  C37 1.573, C39 1.554, N40 1.476, H46 1.090
39 C -3.0453 3.0054 -4.4429  C38 1.554, H47 1.090, H48 1.090, H49 1.090
40 N -4.7496 2.3756 -2.8489  C38 1.476, H50 1.010, H51 1.010
41 H -2.9422 -1.0110 -1.2237  C35 1.090
42 H -2.5854 -1.9229 -2.6755  C35 1.090
43 H -4.1847 -2.0178 -1.8222  C35 1.090
44 H -2.4992 0.9444 -2.4975  C37 1.090
45 H -2.2953 0.2082 -4.1330  C37 1.090
46 H -4.3844 1.3726 -4.7695  C38 1.090
47 H -3.6602 3.8190 -4.8278  C39 1.090
48 H -2.3659 2.6433 -5.2145  C39 1.090
49 H -2.4277 3.3197 -3.6016  C39 1.090
50 H -5.1232 1.5806 -2.3504  N40 1.010
51 H -4.2221 2.8470 -2.1280  N40 1.010
52 C 2.9378 -0.1801 -2.6194  C53 1.577, H55 1.090, H56 1.090, H57 1.090
53 C 4.1620 -0.2786 -3.6095  C52 1.577, O54 1.427, H58 1.090, H59 1.090
54 O 5.3672 -0.2205 -2.8475  C53 1.427, H60 0.960
55 H 2.0069 -0.2336 -3.1838  C52 1.090
56 H 2.9646 0.7144 -1.9971  C52 1.090
57 H 2.9934 -1.0602 -1.9788  C52 1.090
58 H 4.0295 0.6043 -4.2348  C53 1.090
59 H 4.2010 -1.1353 -4.2822  C53 1.090
60 H 6.0074 0.0087 -3.5252  O54 0.960
61 C 2.5975 -0.3283 4.5498  C62 1.503, H64 1.090, H65 1.090, H66 1.090
62 C 2.2832 -1.4182 3.5635  C61 1.503, O63 1.441, H67 1.090, H68 1.090
63 O 1.7793 -2.5642 4.2778  C62 1.441, H69 0.960
64 H 3.0761 0.4564 3.9638  C61 1.090
65 H 3.3073 -0.6113 5.3271  C61 1.090
66 H 1.7323 0.1408 5.0182  C61 1.090
67 H 3.1697 -1.7297 3.0110  C62 1.090
68 H 1.5224 -1.0456 2.8776  C62 1.090
69 H 1.8778 -3.3079 3.6788  O63 0.960
70 C 0.4226 2.5215 -3.4756  C71 1.544, H73 1.090, H74 1.090, H75 1.090
71 C 0.3797 3.4145 -2.2168  C70 1.544, O72 1.383, H76 1.090, H77 1.090
72 O 0.9918 4.6372 -2.4264  C71 1.383, H78 0.960
73 H -0.2241 2.9765 -4.2259  C70 1.090
74 H 0.1104 1.4935 -3.2915  C70 1.090
75 H 1.4434 2.3753 -3.8287  C70 1.090
76 H 0.9705 2.8370 -1.5058  C71 1.090
77 H -0.5883 3.6730 -1.7876  C71 1.090
78 H 0.7903 5.2247 -1.6944  O72 0.960
79 C -2.7731 2.6501 0.4754  O80 1.417, H81 1.090, H82 1.090, H83 1.090
80 O -3.6495 3.3127 -0.4201  C79 1.417, H84 0.960
81 H -1.7992 2.5228 0.0026  C79 1.090
82 H -2.6219 3.2454 1.3760  C79 1.090
83 H -3.1636 1.6688 0.7447  C79 1.090
84 H -3.3836 4.2346 -0.4510  O80 0.960
85 C 0.2345 -0.4425 -0.8059  O86 1.400, H87 1.090, H88 1.090, H89 1.090
86 O 1.0511 0.0583 0.2143  C85 1.400, H90 0.960
87 H -0.4427 -1.1971 -0.4058  C85 1.090
88 H -0.4143 0.3547 -1.1688  C85 1.090
89 H 0.7432 -0.9674 -1.6145  C85 1.090
90 H 0.4600 0.3912 0.8935  O86 0.960